No. 1
The following is a DFT calculation (ωB97M-V with the def2-TZVPD basis set) of a gas-phase ion, C4H8N3S (charge +1) at a distorted geometry.

Computed properties:
LUMO level = -4.2 eV
Calculated total energy = -719.31558 hartree
Highest occupied orbital energy = -14.0 eV
Frontier orbital gap = 0.35953 hartree
SMILES = C[C@@H]1N=N[C@@]2(CS2)[NH2+]1
Relative energy (zero: lowest compared OMol25 entry of this formula, charge and spin) = 355.1 kJ/mol

The geometry in ORCA input format:
```
! RIJCOSX wB97M-V def2-TZVPD def2/J DEFGRID3
* xyz 1 1
C -1.152 0.394 0.150
H -2.368 0.981 -1.581
C 2.430 -0.209 0.988
C -1.890 0.139 -1.150
H -1.137 -0.240 -1.805
H -2.802 -0.662 -1.083
C 1.186 0.153 0.280
N 0.752 1.513 0.078
H -0.261 -1.232 1.154
N -0.448 1.629 0.047
N -0.173 -0.645 0.316
H -1.927 0.579 0.916
H 2.396 -1.204 1.426
H 2.955 0.552 1.467
H -0.160 -1.374 -0.389
S 2.599 -0.374 -0.814
*
```



No. 2
The following is a DFT calculation (ωB97M-V with the def2-TZVPD basis set) of a single C4H8N4 molecule at a distorted geometry.

Computed properties:
LUMO level (alpha / beta) = -0.4 / -0.2 eV
Calculated total energy = -376.07437 hartree
Highest occupied orbital energy (alpha / beta) = -8.1 / -7.8 eV
Frontier orbital gap (alpha / beta) = 0.28029 / 0.27878 hartree
SMILES = [H]\N=C/C(=N/[H])C(/C)=N\N
Relative energy (zero: lowest compared OMol25 entry of this formula, charge and spin) = 457.1 kJ/mol

The geometry in ORCA input format:
```
! RIJCOSX wB97M-V def2-TZVPD def2/J DEFGRID3
* xyz 0 1
N 0.129 -2.187 0.701
H -1.045 1.409 1.543
N -0.660 1.899 0.740
H -2.205 -0.937 1.009
N -0.076 1.202 -0.241
H -0.832 2.875 0.566
H 2.702 -0.220 0.224
C 2.023 0.039 -0.591
N -2.430 -0.384 -0.909
H 1.123 -2.299 0.907
C -1.703 -0.628 0.092
C -0.163 -1.089 0.146
H 2.121 -0.729 -1.358
H 2.313 1.001 -1.008
C 0.613 0.108 -0.095
H -1.912 -0.062 -1.728
*
```